(1)
{
  "formula": "C2H13N2OOs",
  "method": "the ωB97M-V functional and the def2-TZVPD basis",
  "species": ["C", "Os", "N", "N", "H", "H", "H", "H", "H", "H", "H", "H", "H", "H", "C", "O", "H", "H", "H"],
  "coordinates": [[1.686, 1.311, -0.179], [-0.244, -0.007, -0.237], [-1.485, -1.722, -0.441], [-0.254, 0.266, -2.233], [-2.416, -1.572, -0.034], [1.842, 0.225, -0.254], [2.194, 1.439, 0.776], [0.973, 2.194, -0.242], [2.306, 1.460, -1.057], [-1.160, 0.424, -2.656], [0.108, -0.567, -2.732], [0.329, 1.020, -2.595], [-1.658, -2.165, -1.333], [-1.094, -2.484, 0.155], [-0.183, 0.069, 2.658], [-0.745, -0.365, 1.420], [-0.951, 0.661, 3.180], [0.748, 0.644, 2.531], [0.003, -0.830, 3.272]],
  "mulliken_spin": [0.00, 3.39, 0.12, 0.04, -0.01, 0.02, 0.00, 0.07, 0.00, 0.02, 0.01, 0.01, -0.03, 0.00, 0.05, 0.30, 0.00, -0.02, 0.01],
  "homo_energy_ev": [-9.26, -12.16],
  "charge": 1,
  "spin_multiplicity": 5,
  "s2": 6.013,
  "homo_lumo_gap_ev": [5.935, 7.997],
  "lumo_ev": [-3.3, -4.2]
}



(2)
{
  "formula": "C2H13NO3",
  "method": "the ωB97M-V functional and the def2-TZVPD basis",
  "species": ["C", "C", "N", "H", "H", "H", "H", "H", "H", "H", "O", "H", "H", "O", "H", "H", "O", "H", "H"],
  "coordinates": [[-0.537, 0.784, 1.623], [0.555, 0.657, 0.611], [0.384, -0.405, -0.462], [-1.499, 1.176, 1.286], [-0.859, -0.136, 2.139], [-0.285, 1.430, 2.466], [0.579, 1.584, 0.031], [1.546, 0.539, 1.045], [-0.258, 0.053, -1.083], [-0.184, -1.106, -0.008], [2.232, -1.845, 2.990], [1.408, -1.571, 3.418], [2.224, -2.777, 3.160], [-3.466, 0.014, -0.060], [-2.787, -0.087, 0.617], [-3.949, 0.812, 0.139], [2.004, 0.459, -5.958], [1.741, -0.474, -6.101], [1.149, 0.894, -5.853]],
  "nbo_charge": [-0.64, -0.24, -0.80, 0.19, 0.19, 0.22, 0.19, 0.20, 0.34, 0.33, -0.93, 0.46, 0.47, -0.94, 0.47, 0.47, -0.93, 0.47, 0.47],
  "homo_energy_ev": -9.76,
  "charge": 0,
  "spin_multiplicity": 1,
  "homo_lumo_gap_ev": 10.344,
  "lumo_ev": 0.6,
  "smiles": "CCN.O.O.O"
}



(3)
{
  "formula": "C2H13NO3",
  "method": "the ωB97M-V functional and the def2-TZVPD basis",
  "species": ["C", "C", "N", "H", "H", "H", "H", "H", "H", "H", "O", "H", "H", "O", "H", "H", "O", "H", "H"],
  "coordinates": [[-0.587, 0.955, 2.924], [-0.614, 0.614, 1.408], [0.113, -0.525, 1.036], [-1.356, 0.301, 3.378], [0.514, 0.879, 3.266], [-0.919, 2.008, 3.060], [-1.755, 0.437, 1.177], [-0.247, 1.407, 0.659], [1.098, -0.369, 1.376], [-0.033, -1.295, 1.537], [0.579, 2.850, -0.569], [1.166, 2.078, -0.564], [0.884, 3.491, -1.089], [-0.310, -3.536, -4.205], [-0.917, -3.397, -5.091], [-0.652, -2.880, -3.692], [1.120, -0.789, -1.842], [0.834, -1.675, -1.806], [1.082, -0.554, -0.962]],
  "nbo_charge": [-0.64, -0.23, -0.83, 0.21, 0.20, 0.22, 0.18, 0.22, 0.33, 0.35, -0.94, 0.48, 0.47, -0.92, 0.47, 0.46, -0.94, 0.46, 0.47],
  "homo_energy_ev": -9.79,
  "charge": 0,
  "spin_multiplicity": 1,
  "homo_lumo_gap_ev": 10.518,
  "lumo_ev": 0.7,
  "smiles": "CCN.O.O.O"
}



Relative energy (zero: lowest compared OMol25 entry of this formula, charge and spin) (eV)
1.125, 1.431, 2.546
Calculated total energy (eV)
-9768.2342, -9916.7807, -9915.6658